DFT (ωB97M-V/def2-TZVPD) results for a cluster of 13 separate species, C49H70N7O41PS in total at a distorted geometry.

Each line ends with the Mulliken charge.
Cartesian coordinates (Å):
C: -6.7607 -2.3478 -0.3358  -1.333
C: -5.4887 -3.1995 -0.3687  -0.200
C: -4.3300 -2.5172 -1.1006  -0.601
O: -3.7633 -1.5792 -0.1960  -0.245
C: -2.4144 -1.2502 -0.4085  2.043
C: -2.2450 -1.0173 -1.8743  -0.591
N: -2.1006 -0.7983 -3.0093  -0.687
C: -1.4541 -2.4126 -0.0845  -2.591
C: -1.8814 -3.2258 1.1239  -0.226
S: -1.2808 -4.9384 1.0186  -0.050
C: -0.7313 -5.2043 2.6768  0.299
N: 0.2606 -5.8749 3.1645  0.081
N: 0.1636 -5.6848 4.5316  -0.659
C: -0.8469 -4.9250 4.7657  0.012
O: -1.4742 -4.5818 3.6098  -0.181
C: -2.1118 0.0750 0.3808  3.207
C: -1.2704 -0.1928 1.5387  -1.336
N: -0.6032 -0.4595 2.4490  -0.743
C: -3.3904 0.8505 0.7587  -2.568
C: -3.9578 0.5497 2.1405  1.329
N: -3.3194 1.3028 3.2052  -0.667
N: -5.3565 1.0727 2.0775  -0.754
N: -3.9622 -0.8702 2.4774  -0.268
P: -1.1375 1.2976 -0.6298  0.461
O: -1.9681 2.0074 -1.5907  -0.807
O: 0.1863 0.6851 -1.2097  0.183
O: -0.6373 2.3821 0.4892  -0.533
H: -7.5005 -2.7942 -0.9885  0.365
H: -6.5766 -1.3264 -0.6455  0.296
H: -7.1979 -2.3571 0.6539  0.360
H: -5.6333 -4.1835 -0.7974  0.622
H: -5.1277 -3.3625 0.6429  0.052
H: -4.7537 -2.0241 -1.9698  0.399
H: -3.6402 -3.2951 -1.4104  0.319
H: -1.5027 -3.0696 -0.9497  1.038
H: -0.4180 -2.1058 -0.0398  0.425
H: -1.4519 -2.7723 2.0058  0.353
H: -2.9459 -3.2504 1.2863  0.341
H: -1.2212 -4.5384 5.6879  0.443
H: -3.1318 1.9035 0.7739  0.344
H: -4.1414 0.7676 -0.0072  0.283
H: -2.5027 1.7893 2.8644  0.208
H: -3.0002 0.6611 3.9158  0.333
H: -5.8720 0.5304 1.3916  0.270
H: -5.7690 0.8434 2.9742  0.352
H: -4.0910 -1.0218 3.4663  0.352
H: -4.6710 -1.3559 1.9564  -0.029
H: 0.7875 0.4139 -0.4592  0.118
H: 0.2396 2.1064 0.7947  0.208
C: 0.4929 -9.2269 4.1777  0.254
C: 1.9631 -9.2256 4.5064  -0.279
O: 2.0531 -10.2446 5.5149  -0.366
C: 0.9990 -11.0835 5.3595  0.587
O: 0.8758 -12.1190 5.9287  -0.535
O: 0.1123 -10.5834 4.4702  -0.366
H: 0.2955 -8.9790 3.1427  0.117
H: -0.0774 -8.5552 4.8225  0.151
H: 2.5808 -9.5150 3.6542  0.245
H: 2.3109 -8.2699 4.8887  0.298
C: 2.9909 -6.8399 -0.9549  -0.279
C: 1.6822 -6.7907 -1.7103  -0.110
O: 0.8487 -7.6455 -0.9133  -0.220
C: 1.3481 -7.6685 0.3410  0.521
O: 0.7764 -8.1355 1.2726  -0.558
O: 2.5619 -7.0805 0.3938  -0.334
H: 3.5531 -5.9141 -1.0205  0.161
H: 3.6294 -7.6659 -1.2731  0.140
H: 1.2487 -5.7950 -1.7365  0.229
H: 1.7654 -7.1638 -2.7237  0.336
C: 5.1525 1.2489 -0.0259  -0.323
C: 4.6315 0.8155 -1.3740  -0.214
O: 3.4094 0.1173 -1.0079  -0.133
C: 3.0200 0.5891 0.1737  0.427
O: 1.9451 0.3626 0.6846  -0.669
O: 3.9384 1.3600 0.7423  -0.196
H: 5.6782 2.1976 -0.0527  0.318
H: 5.7954 0.5018 0.4391  0.272
H: 4.3695 1.6544 -2.0193  0.230
H: 5.3263 0.1716 -1.8937  0.344
C: -1.1998 6.1118 0.7655  -0.453
C: -2.2841 5.1663 0.3012  0.615
O: -3.4787 5.9066 0.5993  -0.338
C: -3.1581 7.2187 0.6382  0.584
O: -3.9547 8.1001 0.6966  -0.555
O: -1.8198 7.3943 0.5990  -0.360
H: -0.2923 6.0411 0.1728  0.297
H: -0.9473 5.9773 1.8191  0.321
H: -2.2418 4.9779 -0.7722  0.284
H: -2.2681 4.2176 0.8248  -0.444
C: 3.0455 4.4869 3.4681  -0.006
C: 3.5424 4.3443 4.8875  -0.055
O: 4.7026 3.5170 4.7254  -0.369
C: 5.1461 3.6660 3.4563  0.695
O: 6.1818 3.2454 3.0530  -0.568
O: 4.2545 4.3538 2.7085  -0.349
H: 2.5723 5.4418 3.2773  0.260
H: 2.3628 3.6816 3.1841  0.076
H: 3.8467 5.2953 5.3194  -0.008
H: 2.8194 3.8683 5.5456  0.345
C: 2.9307 9.0672 7.3090  -0.321
C: 4.3855 8.7693 7.0169  -0.287
O: 4.2906 7.8012 5.9644  -0.335
C: 3.0960 7.9655 5.3502  0.652
O: 2.7847 7.4304 4.3356  -0.509
O: 2.3084 8.8152 6.0431  -0.321
H: 2.7594 10.0925 7.6244  0.294
H: 2.5046 8.3902 8.0511  0.258
H: 4.9261 9.6406 6.6449  0.270
H: 4.9177 8.3594 7.8707  0.286
C: 8.3235 -6.4057 -0.9527  -0.379
C: 7.1490 -7.2664 -1.3599  -0.347
O: 6.0320 -6.4214 -1.0586  -0.179
C: 6.4600 -5.1367 -1.0724  0.572
O: 5.7488 -4.1891 -1.0272  -0.480
O: 7.8123 -5.0824 -1.1474  -0.347
H: 9.2060 -6.5717 -1.5647  0.305
H: 8.5896 -6.5294 0.0982  0.263
H: 7.1423 -7.4910 -2.4277  0.278
H: 7.0892 -8.1963 -0.8009  0.318
C: 10.2654 0.5679 -2.4813  -0.357
C: 9.7385 0.7017 -1.0683  -0.314
O: 8.3768 1.0868 -1.2928  -0.260
C: 8.0180 0.6669 -2.5271  0.638
O: 6.9016 0.7010 -2.9383  -0.581
O: 9.0848 0.2214 -3.2186  -0.332
H: 11.0233 -0.2039 -2.5832  0.306
H: 10.6583 1.5070 -2.8733  0.272
H: 9.7509 -0.2419 -0.5246  0.270
H: 10.2617 1.4545 -0.4853  0.292
C: -2.3253 -8.1221 -5.1457  -0.370
C: -2.2621 -8.5642 -3.6997  -0.337
O: -1.1084 -7.8670 -3.2202  -0.194
C: -0.9120 -6.7862 -4.0048  0.577
O: -0.1381 -5.9134 -3.7747  -0.447
O: -1.7148 -6.8282 -5.0943  -0.346
H: -3.3399 -8.0542 -5.5284  0.308
H: -1.7378 -8.7623 -5.8060  0.261
H: -3.1314 -8.2431 -3.1236  0.257
H: -2.1385 -9.6375 -3.5851  0.301
C: -6.2869 6.9865 -1.9382  -0.214
C: -6.7598 7.1946 -0.5211  -0.100
O: -8.0296 7.8360 -0.7155  -0.348
C: -8.4827 7.5104 -1.9433  0.624
O: -9.5747 7.7489 -2.3469  -0.538
O: -7.5216 6.8762 -2.6662  -0.360
H: -5.6891 6.0871 -2.0586  0.297
H: -5.7258 7.8409 -2.3222  0.218
H: -6.9182 6.2535 0.0088  0.221
H: -6.0896 7.8191 0.0588  0.239
C: 1.1960 0.6335 -4.1243  0.329
C: 1.9295 -0.6821 -4.2553  -0.035
O: 2.0555 -0.8231 -5.6744  -0.379
C: 1.9854 0.4135 -6.2288  0.552
O: 2.2230 0.6545 -7.3654  -0.541
O: 1.6104 1.3325 -5.3073  -0.394
H: 1.4721 1.1850 -3.2326  0.044
H: 0.1121 0.5116 -4.1453  0.100
H: 2.9283 -0.6526 -3.8142  0.100
H: 1.3800 -1.5186 -3.8310  0.224
C: -7.5471 9.4736 -5.1633  -0.075
C: -8.8073 10.2811 -4.9530  -0.233
O: -8.5794 11.4200 -5.7935  -0.353
C: -7.6917 11.0645 -6.7554  0.586
O: -7.4215 11.7266 -7.7006  -0.513
O: -7.1541 9.8474 -6.4876  -0.351
H: -7.7182 8.4025 -5.0968  0.242
H: -6.7503 9.7520 -4.4695  0.138
H: -9.7007 9.7584 -5.2967  0.265
H: -8.9530 10.5837 -3.9198  0.275

The value obtained for the total energy is -166452.4037 eV. The multiplicity is 1. The value obtained for the HOMO energy is -9.34 eV. As for the net charge: 0.